{"formula": "C56H80BN12O2", "method": "ωB97M-V/def2-TZVPD", "lumo_energy_ha": -0.1156, "molar_mass_g_mol": 964.15, "largest_force_ev_per_a": 10.17, "homo_energy_ha": -0.3340, "e_tot_ha": -3013.60612, "charge": 1, "spin_multiplicity": 1, "symbols": ["C", "C", "C", "C", "C", "N", "C", "C", "C", "O", "C", "C", "B", "O", "C", "C", "H", "H", "H", "H", "H", "H", "H", "H", "H", "H", "H", "H", "H", "H", "H", "H", "H", "H", "H", "H", "H", "H", "H", "H", "H", "N", "C", "C", "C", "C", "H", "H", "H", "H", "H", "N", "C", "C", "C", "C", "H", "H", "H", "H", "H", "N", "C", "C", "C", "C", "H", "H", "H", "H", "H", "N", "C", "C", "C", "C", "H", "H", "H", "H", "H", "N", "C", "C", "C", "C", "H", "H", "H", "H", "H", "N", "C", "C", "C", "C", "H", "H", "H", "H", "H", "N", "C", "C", "C", "C", "H", "H", "H", "H", "H", "N", "C", "C", "C", "C", "H", "H", "H", "H", "H", "N", "C", "C", "C", "C", "H", "H", "H", "H", "H", "N", "C", "C", "C", "C", "H", "H", "H", "H", "H", "N", "C", "C", "C", "C", "H", "H", "H", "H", "H"], "coordinates": [[-5.007857, 2.670485, -2.090924], [-3.840801, 2.464571, -1.294725], [-2.434728, 2.487438, -0.452397], [-1.304595, 1.391261, -1.017020], [-1.423739, 1.237010, -2.644428], [-0.209342, 0.649261, -3.327566], [0.761221, 1.699904, -3.882939], [1.209734, 2.836313, -2.788767], [-0.704433, -0.119751, -4.570822], [-1.708920, 0.617427, -5.351980], [-2.778031, -0.384950, -5.621704], [-4.066384, 0.229055, -6.441639], [0.513850, -0.425651, -2.480607], [-0.207616, -1.607262, -1.887936], [2.155588, -0.405788, -2.190770], [2.591564, -1.882451, -1.538607], [-6.060281, 3.060923, -2.497475], [-2.549750, 2.334859, 0.702100], [-1.927582, 3.559047, -0.589963], [-0.262214, 1.827163, -0.644312], [-1.546935, 0.382617, -0.429325], [-1.564999, 2.328504, -3.091018], [-2.428679, 0.624382, -2.844601], [0.202178, 2.290445, -4.757364], [1.704109, 1.204160, -4.421829], [1.923822, 3.603793, -3.358628], [0.281153, 3.500439, -2.440250], [1.737852, 2.425299, -1.829221], [0.256190, -0.213979, -5.265368], [-1.040466, -1.214252, -4.329587], [-3.183563, -0.822112, -4.608162], [-2.280804, -1.202069, -6.323063], [-3.902985, 0.122053, -7.595850], [-4.999987, -0.448996, -6.139364], [-4.353417, 1.331749, -6.100800], [-1.166215, -1.377647, -1.709746], [2.695254, -0.360267, -3.235220], [2.490094, 0.418916, -1.431495], [2.007571, -2.126081, -0.545686], [3.746100, -1.884624, -1.240877], [2.489309, -2.762017, -2.337672], [-1.381442, 3.638232, 3.320823], [-1.334326, 4.890057, 2.764720], [-1.869780, 5.778525, 3.670322], [-2.247720, 5.037243, 4.815269], [-1.932131, 3.718973, 4.573391], [-1.059396, 2.788056, 2.876841], [-0.926374, 5.040839, 1.774238], [-1.975548, 6.845471, 3.522778], [-2.700680, 5.423566, 5.719185], [-2.053180, 2.833641, 5.183226], [-3.311588, 2.652377, -9.747075], [-4.430847, 3.102287, -10.397751], [-5.041041, 4.040750, -9.595785], [-4.258997, 4.165498, -8.422719], [-3.195814, 3.298982, -8.544077], [-2.670809, 1.953354, -10.099779], [-4.697440, 2.716022, -11.372400], [-5.950460, 4.578375, -9.830831], [-4.450385, 4.817722, -7.580427], [-2.369728, 3.086768, -7.878560], [-9.864122, 2.538070, -0.168615], [-9.746356, 3.112257, 1.070328], [-8.405033, 3.243162, 1.353021], [-7.688648, 2.735445, 0.242951], [-8.614398, 2.309515, -0.683065], [-10.736613, 2.318267, -0.631300], [-10.624717, 3.376372, 1.643859], [-7.987618, 3.660457, 2.260193], [-6.613236, 2.686449, 0.130824], [-8.491147, 1.863344, -1.660870], [3.952810, -5.849016, 0.202666], [5.047379, -5.623887, 0.996249], [4.742265, -4.596344, 1.860690], [3.414867, -4.191475, 1.582597], [2.950510, -4.983645, 0.556549], [3.893569, -6.545345, -0.528940], [5.947801, -6.211484, 0.877160], [5.403803, -4.183813, 2.611367], [2.857465, -3.406989, 2.077944], [1.995656, -5.004680, 0.048438], [-0.634427, -5.128393, 0.979381], [-1.670201, -5.605106, 0.218818], [-2.245202, -6.658009, 0.894810], [-1.534907, -6.818135, 2.108516], [-0.547680, -5.858676, 2.136043], [-0.029380, -4.357742, 0.727103], [-1.907778, -5.156532, -0.736458], [-3.086214, -7.246356, 0.551478], [-1.723674, -7.553692, 2.879752], [0.207927, -5.634544, 2.877114], [-3.464704, 7.369777, -8.287326], [-2.370136, 7.594906, -7.493742], [-2.675250, 8.622450, -6.629300], [-4.002648, 9.027318, -6.907394], [-4.467004, 8.235147, -7.933442], [-3.523946, 6.673447, -9.018932], [-1.469713, 7.007309, -7.612830], [-2.013712, 9.034979, -5.878623], [-4.560050, 9.811803, -6.412047], [-5.421858, 8.214113, -8.441552], [-2.949583, 1.773099, 7.902488], [-1.855014, 1.998228, 8.696072], [-2.160128, 3.025772, 9.560513], [-3.487526, 3.430640, 9.282418], [-3.951883, 2.638470, 8.256371], [-3.008825, 1.076769, 7.170882], [-0.954592, 1.410631, 8.576983], [-1.498590, 3.438301, 10.311190], [-4.044928, 4.215125, 9.777766], [-4.906737, 2.617435, 7.748261], [5.687022, -6.948417, 6.828050], [5.798582, -6.357532, 5.596405], [4.534820, -6.248929, 5.060390], [3.628590, -6.787935, 6.004560], [4.366783, -7.209705, 7.087665], [6.458087, -7.157996, 7.448669], [6.765232, -6.067155, 5.207199], [4.291751, -5.825985, 4.094282], [2.553207, -6.860019, 5.905377], [4.066533, -7.673352, 8.017851], [9.679580, -6.146568, 5.882173], [9.253225, -7.443646, 6.001952], [10.228324, -8.262356, 5.477457], [11.282455, -7.430053, 5.031003], [10.918405, -6.128813, 5.295912], [9.161606, -5.330289, 6.180540], [8.294368, -7.672315, 6.447504], [10.185611, -9.342442, 5.423430], [12.207811, -7.745933, 4.566869], [11.432906, -5.194182, 5.116700], [-1.836126, 11.849820, -4.915590], [-1.718359, 12.424007, -3.676648], [-0.377036, 12.554912, -3.393954], [0.339349, 12.047195, -4.504024], [-0.586402, 11.621266, -5.430040], [-2.708617, 11.630017, -5.378276], [-2.596720, 12.688122, -3.103116], [0.040378, 12.972207, -2.486783], [1.414760, 11.998199, -4.616151], [-0.463150, 11.175094, -6.407846], [7.178241, -10.531197, 7.110784], [6.914106, -11.081300, 5.883527], [7.363470, -12.382892, 5.894894], [7.912620, -12.628208, 7.176103], [7.782376, -11.468818, 7.907395], [6.960585, -9.582217, 7.385911], [6.431743, -10.500554, 5.108754], [7.301286, -13.080718, 5.069969], [8.354838, -13.551422, 7.527669], [8.068309, -11.231002, 8.923294]], "forces_ev_per_angstrom": [[8.03, -0.68, 6.20], [-7.58, 2.05, -4.98], [0.36, 0.49, -1.24], [-0.55, 0.21, 0.99], [-2.13, 1.92, 1.54], [-0.44, -0.75, -1.15], [0.98, 2.64, -0.95], [-0.20, 0.85, -0.30], [0.84, -0.85, -2.98], [0.45, -2.39, 1.90], [-1.37, -0.32, -1.21], [-0.29, -0.35, 0.69], [0.91, -3.13, 2.79], [0.10, 4.39, -1.52], [-0.21, -1.86, -0.15], [0.98, -0.22, 0.10], [2.92, -1.27, 1.11], [-0.27, 0.18, -2.36], [-1.47, -2.21, 0.16], [-2.14, -1.16, -0.96], [0.76, 2.04, -1.50], [0.11, -2.50, 0.85], [2.48, 1.28, 0.11], [0.92, -1.47, 2.01], [-2.24, 0.80, 1.63], [-1.46, -1.88, 1.31], [1.95, -1.61, -0.82], [-0.93, 0.72, -2.06], [-1.92, 0.09, 1.51], [0.42, 2.29, 0.01], [1.00, 0.72, -1.92], [-1.17, 1.37, 1.73], [-0.33, 0.54, 2.31], [2.10, 1.39, -0.74], [0.89, -2.37, -0.90], [1.35, -0.60, -0.50], [-0.72, 0.40, 2.16], [-0.60, -1.34, -1.77], [1.06, 0.47, -2.23], [-2.54, 0.21, -0.69], [-0.09, 1.99, 1.85], [0.04, -0.16, -0.09], [-0.06, 0.21, -0.10], [0.18, -0.04, -0.41], [-0.01, -0.40, 0.17], [-0.14, 0.03, 0.17], [-0.07, 0.37, 0.29], [-0.05, 0.04, 0.16], [0.03, -0.19, 0.02], [0.10, -0.11, -0.14], [0.02, 0.21, -0.04], [-0.01, 0.00, -0.01], [-0.08, -0.01, -0.04], [-0.06, -0.15, -0.40], [0.31, -0.12, 0.30], [0.03, 0.02, 0.10], [-0.24, 0.31, 0.09], [0.02, 0.09, 0.18], [0.14, -0.11, 0.02], [0.04, -0.12, -0.12], [-0.15, 0.05, -0.08], [0.01, 0.05, -0.02], [0.05, -0.02, 0.06], [-0.38, 0.09, 0.17], [0.04, -0.14, -0.32], [0.06, -0.02, -0.03], [0.34, 0.10, 0.19], [0.18, -0.04, -0.08], [-0.09, -0.06, -0.16], [-0.20, 0.00, 0.03], [-0.02, 0.02, 0.17], [-0.02, 0.05, 0.04], [0.04, 0.07, 0.00], [0.36, -0.20, -0.14], [-0.34, -0.02, -0.23], [-0.01, 0.06, -0.05], [0.01, 0.22, 0.32], [-0.15, 0.12, 0.06], [-0.10, -0.09, -0.13], [0.07, -0.12, -0.04], [0.19, -0.07, 0.08], [0.03, 0.11, 0.03], [-0.14, -0.09, -0.10], [-0.06, 0.23, -0.36], [0.31, 0.17, 0.23], [0.02, -0.10, 0.13], [-0.27, -0.31, 0.15], [0.02, -0.12, 0.14], [0.15, 0.11, 0.05], [0.05, 0.14, -0.13], [-0.11, -0.08, -0.13], [-0.01, 0.14, 0.08], [0.01, 0.01, -0.02], [0.32, -0.23, -0.01], [-0.29, -0.04, -0.17], [0.00, 0.02, -0.05], [0.01, 0.18, 0.27], [-0.13, 0.14, 0.02], [-0.08, -0.09, -0.10], [0.03, -0.15, -0.09], [0.17, 0.05, 0.09], [-0.01, -0.04, -0.06], [0.15, 0.08, 0.08], [0.32, -0.27, -0.11], [-0.34, -0.06, -0.25], [-0.11, 0.14, 0.00], [-0.01, 0.24, 0.36], [-0.14, 0.12, 0.06], [-0.11, -0.09, -0.14], [0.08, -0.15, -0.09], [0.16, 0.03, 0.11], [0.04, -0.06, 0.06], [0.00, 0.09, -0.22], [0.38, 0.13, -0.07], [-0.01, -0.18, 0.42], [-0.21, -0.08, 0.04], [-0.35, 0.22, -0.17], [-0.17, -0.09, -0.01], [0.06, -0.11, 0.18], [0.19, -0.01, 0.04], [0.02, 0.07, -0.18], [-0.03, 0.12, 0.04], [0.06, -0.15, -0.04], [-0.38, -0.09, 0.19], [0.10, 0.39, -0.02], [0.08, -0.01, -0.09], [0.25, -0.30, -0.09], [0.24, -0.04, -0.16], [-0.03, 0.17, 0.04], [-0.17, 0.07, 0.09], [-0.07, -0.18, 0.02], [0.01, 0.02, 0.01], [0.02, 0.00, 0.10], [-0.36, 0.08, 0.19], [-0.01, -0.18, -0.35], [0.09, -0.07, -0.04], [0.35, 0.10, 0.13], [0.18, -0.03, -0.08], [-0.09, -0.06, -0.16], [-0.19, 0.02, -0.01], [0.00, 0.09, 0.16], [-0.02, 0.01, 0.01], [0.00, -0.02, -0.17], [-0.19, 0.30, -0.24], [0.09, 0.16, 0.40], [0.11, -0.10, 0.08], [0.03, -0.46, -0.15], [0.08, -0.11, 0.12], [0.00, 0.14, 0.14], [-0.08, 0.18, -0.04], [-0.03, -0.08, -0.18]]}